{"formula": "C35H28Cl5F6HfN4O", "method": "ωB97M-V with the def2-TZVPD basis set", "elements": ["Hf", "C", "N", "C", "C", "C", "C", "C", "C", "N", "C", "C", "C", "C", "C", "C", "N", "C", "C", "C", "C", "C", "N", "H", "H", "H", "H", "H", "H", "H", "H", "H", "H", "H", "H", "H", "H", "H", "H", "H", "H", "Cl", "C", "C", "C", "Cl", "C", "Cl", "C", "Cl", "C", "Cl", "C", "C", "O", "C", "F", "F", "F", "C", "F", "F", "F", "H", "H", "H", "C", "C", "C", "C", "C", "C", "C", "H", "H", "H", "H", "H", "H", "H"], "positions_angstrom": [[-0.5074, -0.2430, -0.1035], [-0.6118, -2.2740, 2.2153], [-0.8229, -2.4846, 0.7671], [-2.1376, -3.0883, 0.5180], [-3.2012, -2.0438, 0.3091], [-4.5419, -2.3819, 0.3532], [-5.4858, -1.4268, 0.0158], [-5.0580, -0.1606, -0.3565], [-3.7053, 0.1059, -0.3529], [-2.7891, -0.8143, -0.0188], [0.2768, -3.3374, 0.2641], [0.5693, -3.1037, -1.1899], [0.7098, -4.1521, -2.0820], [1.0644, -3.8752, -3.3932], [1.2822, -2.5566, -3.7596], [1.1011, -1.5672, -2.8130], [0.7399, -1.8226, -1.5504], [0.5208, -1.2884, 2.4280], [1.0444, -1.1017, 3.6550], [2.0343, -0.0557, 3.8292], [2.6226, 0.4758, 2.7572], [2.3411, -0.1110, 1.3944], [0.9587, -0.6212, 1.2950], [-0.3426, -3.2177, 2.7016], [-1.5379, -1.9271, 2.6719], [-2.4203, -3.7564, 1.3364], [-2.0862, -3.6912, -0.3919], [-4.8359, -3.3850, 0.6318], [-6.5406, -1.6655, 0.0418], [-5.7578, 0.6119, -0.6395], [-3.3299, 1.0842, -0.6230], [0.0696, -4.3929, 0.4595], [1.1759, -3.0664, 0.8187], [0.5479, -5.1697, -1.7529], [1.1727, -4.6757, -4.1126], [1.5758, -2.2957, -4.7661], [1.2495, -0.5265, -3.0712], [0.6679, -1.6615, 4.5006], [2.2471, 0.2980, 4.8302], [3.3348, 1.2883, 2.8238], [3.0238, -0.9681, 1.2511], [-2.1416, -2.1197, -2.8572], [-1.9520, -0.4081, -3.1019], [-1.1082, 0.3083, -2.2425], [-0.8277, 1.6018, -2.6944], [0.4270, 2.4432, -1.8613], [-1.4288, 2.2084, -3.7911], [-1.0410, 3.8179, -4.2298], [-2.3447, 1.4746, -4.5415], [-3.1258, 2.1870, -5.8876], [-2.5747, 0.1377, -4.2193], [-3.6016, -0.8175, -5.2115], [-0.1271, 2.7424, 2.4295], [-1.3264, 2.3605, 1.5748], [-1.0202, 1.5709, 0.4882], [-2.3406, 1.5853, 2.4604], [-3.6064, 1.6635, 2.0356], [-2.3247, 1.9129, 3.7432], [-1.9940, 0.2568, 2.3764], [-1.9999, 3.6491, 1.0397], [-2.6353, 4.3075, 2.0194], [-1.0833, 4.4705, 0.5131], [-2.8956, 3.3695, 0.0747], [0.3278, 1.8470, 2.8448], [-0.4352, 3.4008, 3.2397], [0.6039, 3.2597, 1.8114], [2.5706, 0.8808, 0.2510], [3.9233, 1.5422, 0.2567], [5.0896, 0.7931, 0.1360], [6.3304, 1.4101, 0.1707], [6.4217, 2.7864, 0.3227], [5.2656, 3.5431, 0.4353], [4.0256, 2.9215, 0.4015], [2.4299, 0.3469, -0.6991], [1.8025, 1.6502, 0.3414], [5.0301, -0.2834, 0.0169], [7.2309, 0.8170, 0.0771], [7.3898, 3.2687, 0.3521], [5.3229, 4.6177, 0.5499], [3.1248, 3.5212, 0.4832]], "spin_multiplicity": 1, "e_tot_ha": -4592.9518, "e_above_lowest_kcal_mol": 0.0, "lumo_energy_ha": -0.11325, "orbital_gap_ev": 6.972, "total_charge": 1}